Version P
DFT (ωB97M-V with the def2-TZVPD basis set) results for a single C3H4ClFO molecule.

The structure (SMILES) is C[C@]1(F)O[C@H]1Cl. For the LUMO energy, the calculation gives 0.88 eV. The highest occupied orbital energy is -10.545 eV. Its gap between HOMO and LUMO is 11.4 eV.

```
! RIJCOSX wB97M-V def2-TZVPD def2/J DEFGRID3
* xyz 0 1
C 0.1245 0.4489 -0.4798
C -1.1089 -0.4590 -0.5192
F -1.4992 -0.6687 -1.7718
O -2.0510 -0.0958 0.4003
C -1.5252 -1.3402 0.5801
Cl -2.5956 -2.6472 0.1852
H -0.0591 1.2335 -1.1148
H 0.9677 -0.2189 -0.6637
H 0.2903 0.7210 0.6241
H -0.7537 -1.4252 1.4521
*
```

natural (NBO) population analysis, charges in e, atoms 1 to 4: number 1, C, carries -0.65; number 2, C, carries 0.56; number 3, F, carries -0.32; number 4, O, carries -0.46

---

Version Q
DFT (ωB97M-V with the def2-TZVPD basis set) results for a single C3H4ClFO molecule.

For the LUMO energy, the calculation gives 0.86 eV. The highest occupied orbital energy is -8.759 eV. Its gap between HOMO and LUMO is 9.6 eV.

```
! RIJCOSX wB97M-V def2-TZVPD def2/J DEFGRID3
* xyz 0 1
C -0.8343 0.2660 -0.9815
C -0.2533 0.0445 1.0728
C 0.9001 -0.2756 -0.0245
O -1.1992 0.6684 0.2899
F 1.3600 -1.5673 -0.2397
Cl 2.0933 0.8180 -0.1305
H -0.5704 0.9830 -1.8200
H -1.0969 -0.7808 -1.3645
H -0.6447 -0.8898 1.4096
H 0.2455 0.7336 1.7885
*
```

natural (NBO) population analysis, charges in e, atoms 1 to 4: number 1, C, carries -0.07; number 2, C, carries -0.10; number 3, C, carries 0.22; number 4, O, carries -0.54

---

Version R
DFT (ωB97M-V with the def2-TZVPD basis set) results for a single C3H4ClFO molecule.

The structure (SMILES) is OC/C(Cl)=C\F. For the LUMO energy, the calculation gives 0.79 eV. The highest occupied orbital energy is -9.812 eV. Its gap between HOMO and LUMO is 10.6 eV.

```
! RIJCOSX wB97M-V def2-TZVPD def2/J DEFGRID3
* xyz 0 1
O 0.0615 -1.1076 -1.5506
C 0.3740 -0.9523 -0.2404
C 0.3190 0.5369 0.1422
Cl 1.4207 1.5381 -0.7136
C -0.5589 1.0246 0.9714
F -1.5558 0.1443 1.3403
H -0.6110 -0.3475 -1.8394
H -0.3260 -1.5135 0.3580
H 1.3764 -1.3581 0.0345
H -0.4999 2.0351 1.4976
*
```

natural (NBO) population analysis, charges in e, atoms 1 to 4: number 1, O, carries -0.70; number 2, C, carries -0.08; number 3, C, carries -0.15; number 4, Cl, carries 0.02

---

Most stable one: version P, least stable one: version Q.

---

Version P
DFT (ωB97M-V with the def2-TZVPD basis set) results for a single C8H16O molecule.

The structure (SMILES) is C=C[C@@H](C)[C@](C)(O)CC. For the LUMO energy, the calculation gives 0.91 eV. The highest occupied orbital energy is -9.120 eV. Its gap between HOMO and LUMO is 10.0 eV.

```
! RIJCOSX wB97M-V def2-TZVPD def2/J DEFGRID3
* xyz 0 1
C -2.6967 0.8960 1.2026
C -2.0444 -0.0813 0.5995
C -0.3449 -0.2352 0.6188
C -0.0649 -1.6349 1.1382
C 0.0769 0.0536 -0.7851
C -0.6295 1.2121 -1.4743
O 0.1485 -1.0809 -1.5848
C 1.7287 0.6016 -0.5533
C 2.7448 -0.2491 0.1842
H -3.7729 0.9013 1.3192
H -2.1783 1.7239 1.6696
H -2.5870 -0.9032 0.1409
H -0.0157 0.5443 1.3024
H 0.9968 -1.8203 1.2642
H -0.5505 -1.7634 2.1046
H -0.4654 -2.4006 0.4772
H -0.0685 1.4992 -2.3634
H -1.6326 0.9244 -1.7850
H -0.7014 2.0698 -0.8116
H -0.6826 -1.1908 -2.0584
H 1.6552 1.5980 -0.1161
H 2.0446 0.7072 -1.5925
H 3.7515 0.1477 0.0353
H 2.5611 -0.2483 1.2579
H 2.7273 -1.2712 -0.1902
*
```

natural (NBO) population analysis, charges in e, atoms 1 to 4: number 1, C, carries -0.42; number 2, C, carries -0.17; number 3, C, carries -0.25; number 4, C, carries -0.61

---

Version Q
DFT (ωB97M-V with the def2-TZVPD basis set) results for a 3-piece molecular cluster, C8H16O overall.

For the LUMO energy (spin up / spin down), the calculation gives 0.70 / 0.47 eV. The highest occupied orbital energy (spin up / spin down) is -6.659 / -6.230 eV. Its gap between HOMO and LUMO (spin up / spin down) is 7.4 / 6.7 eV.

```
! RIJCOSX wB97M-V def2-TZVPD def2/J DEFGRID3
* xyz 0 1
C 0.1953 0.5628 0.1460
C -0.3370 -0.5154 -0.5040
C -2.1239 0.7304 -0.2337
C 0.3106 0.5891 1.6344
C 0.7415 1.7337 -0.6051
C -3.0726 -0.2222 0.4441
C 1.9319 -1.2332 -0.3571
C 2.6915 -1.4376 -1.4346
O 2.1789 -1.8248 0.8574
H 2.9653 -2.4015 0.8114
H -0.6736 -1.3804 0.0459
H -0.3384 -0.5700 -1.5807
H -1.9888 1.6711 0.2949
H -2.3023 0.9062 -1.2915
H 0.6138 1.6262 -1.6807
H -0.3537 -0.1318 2.1075
H 1.3352 0.3083 1.8905
H 0.1139 1.5872 2.0288
H 1.8081 1.8153 -0.3891
H 0.2610 2.6569 -0.2727
H 2.4628 -0.9531 -2.3759
H 3.5709 -2.0921 -1.4260
H -4.0743 0.2119 0.5594
H -3.1877 -1.1516 -0.1183
H -2.7286 -0.4853 1.4490
*
```

Löwdin population analysis, charges in e, atoms 1 to 4: number 1, C, carries -0.42; number 2, C, carries -0.02; number 3, C, carries -0.12; number 4, C, carries -0.03

---

Version R
DFT (ωB97M-V with the def2-TZVPD basis set) results for a 2-piece molecular cluster, C8H16O overall.

The structure (SMILES) is C[C@H]1[C@H](C)[C@H]1C.C=CO. For the LUMO energy, the calculation gives 0.82 eV. The highest occupied orbital energy is -9.077 eV. Its gap between HOMO and LUMO is 9.9 eV.

```
! RIJCOSX wB97M-V def2-TZVPD def2/J DEFGRID3
* xyz 0 1
C -0.0745 -1.5790 1.2472
C -0.2158 -0.6249 0.0862
C -0.9071 -1.0303 -1.1883
C -0.3419 -0.6468 -2.5329
C -1.5371 0.0057 -0.2917
C -2.8126 -0.2790 0.4664
H -0.9314 -2.2728 1.3215
H -0.0001 -1.0434 2.2072
H 0.8324 -2.1977 1.1415
H 0.6287 0.0189 -0.0558
H -1.3844 -2.0144 -1.1615
H -1.1208 -0.6181 -3.3091
H 0.1248 0.3528 -2.4932
H 0.4327 -1.3541 -2.8611
H -1.4631 1.0297 -0.6568
H -3.6933 -0.0496 -0.1506
H -2.8787 0.3243 1.3801
H -2.8881 -1.3338 0.7553
C 2.6797 2.9383 0.8538
C 2.6127 1.6351 1.0839
O 2.4156 0.7249 0.0855
H 2.8357 3.6297 1.6754
H 2.5795 3.3389 -0.1541
H 2.7138 1.2076 2.0905
H 2.3931 -0.1621 0.4605
*
```

natural (NBO) population analysis, charges in e, atoms 1 to 4: number 1, C, carries -0.61; number 2, C, carries -0.26; number 3, C, carries -0.22; number 4, C, carries -0.60

---

Most stable one: version P, least stable one: version Q.

---

Version P
DFT (ωB97M-V with the def2-TZVPD basis set) results for C16H22N4O3S2 as an isolated structure.

For the LUMO energy, the calculation gives -1.00 eV. The highest occupied orbital energy is -9.181 eV. Its gap between HOMO and LUMO is 8.2 eV.

```
! RIJCOSX wB97M-V def2-TZVPD def2/J DEFGRID3
* xyz 0 1
C -2.1233 -2.9669 1.0308
H -2.4235 -3.9171 1.4661
H -2.9539 -2.5860 0.4407
H -1.9190 -2.2699 1.8408
C -0.8800 -3.1577 0.1639
C 0.2688 -3.7281 0.9919
H 1.0956 -4.0236 0.3514
H -0.0721 -4.6064 1.5359
H 0.6261 -2.9914 1.7059
H -1.1129 -3.8649 -0.6392
C -0.5141 -1.8233 -0.5256
N 0.6358 -1.9988 -1.3900
S 0.9548 -0.7446 -2.4225
O 1.8381 -1.2235 -3.4399
O -0.3009 -0.1683 -2.8250
C 1.8399 0.4867 -1.4661
C 1.6194 1.8199 -1.6563
C 2.2930 2.7907 -0.8866
C 3.1752 2.4349 0.0988
C 3.4178 1.0687 0.3163
N 4.2165 0.5071 1.2270
S 4.1383 -1.0821 1.0682
N 3.1199 -1.1629 -0.1671
C 2.7629 0.0788 -0.4984
H 3.6768 3.1676 0.7106
H 2.0914 3.8342 -1.0767
H 0.9060 2.1147 -2.4101
H 1.4853 -2.2423 -0.8916
C -0.2542 -0.7163 0.4994
O 0.7289 -0.7686 1.2313
N -1.1303 0.3024 0.5786
C -2.2477 0.5272 -0.3268
H -3.0453 -0.2000 -0.1310
C -2.7936 1.9466 -0.1729
C -1.6300 2.9305 -0.1602
C -0.7526 2.6938 1.0768
C -0.9665 1.2841 1.6337
H -1.8599 1.2584 2.2673
H -0.1095 0.9760 2.2345
H 0.2975 2.8292 0.8169
H -0.9962 3.4092 1.8637
H -1.9985 3.9567 -0.1737
H -1.0436 2.7719 -1.0663
H -3.4558 2.1515 -1.0146
H -3.3789 2.0458 0.7427
H -1.8973 0.4059 -1.3566
H -1.3285 -1.5501 -1.1958
*
```

natural (NBO) population analysis, charges in e, atoms 1 to 4: number 1, C, carries -0.61; number 2, H, carries 0.22; number 3, H, carries 0.21; number 4, H, carries 0.21

---

Version Q
DFT (ωB97M-V with the def2-TZVPD basis set) results for a single C16H22N4O3S2 molecule.

The structure (SMILES) is Cc1n[nH]c(C)c1S(=O)(=O)N1CCC[C@H](C(=O)NCc2cccs2)C1. For the LUMO energy, the calculation gives 0.61 eV. The highest occupied orbital energy is -8.681 eV. Its gap between HOMO and LUMO is 9.3 eV.

```
! RIJCOSX wB97M-V def2-TZVPD def2/J DEFGRID3
* xyz 0 1
C -0.0038 -2.6678 0.5336
C -1.4644 -2.4443 0.4125
N -2.3513 -3.3451 0.7840
N -3.5541 -2.8144 0.5420
C -3.4803 -1.5772 0.0112
C -4.6706 -0.7721 -0.3468
C -2.1281 -1.2982 -0.0891
S -1.4170 0.1919 -0.7004
O -0.1068 -0.1132 -1.2239
O -2.3554 0.8207 -1.5859
N -1.2884 1.0915 0.7062
C -2.0725 2.3051 0.7666
C -1.3887 3.4847 0.0449
C 0.0180 3.0857 -0.4010
C 0.7835 2.4706 0.7747
C 2.2237 2.1331 0.3920
O 3.1758 2.6588 0.9335
N 2.3354 1.2283 -0.5985
C 3.6102 0.6487 -0.9639
C 3.6415 -0.8074 -0.6393
C 3.8232 -1.8622 -1.4775
C 3.7543 -3.1125 -0.8210
C 3.5106 -2.9883 0.5064
S 3.3663 -1.3422 0.9874
C 0.0288 1.2201 1.2858
H 0.3676 -2.2336 1.4617
H 0.5105 -2.1963 -0.2996
H 0.2030 -3.7341 0.5467
H -4.3843 -3.3490 0.7461
H -5.4348 -1.3988 -0.8029
H -5.0956 -0.3041 0.5416
H -4.3725 0.0052 -1.0451
H -2.2305 2.5321 1.8253
H -3.0351 2.0782 0.3109
H -1.3301 4.3434 0.7158
H -1.9708 3.7728 -0.8301
H 0.5536 3.9612 -0.7713
H -0.0567 2.3655 -1.2174
H 0.8429 3.2150 1.5748
H 1.5073 0.7655 -0.9605
H 4.3722 1.1972 -0.3984
H 3.7896 0.7839 -2.0358
H 4.0053 -1.7525 -2.5316
H 3.8780 -4.0564 -1.3209
H 3.4052 -3.7608 1.2416
H -0.0862 1.2644 2.3738
H 0.5711 0.3066 1.0416
*
```

natural (NBO) population analysis, charges in e, atoms 1 to 4: number 1, C, carries -0.66; number 2, C, carries 0.19; number 3, N, carries -0.27; number 4, N, carries -0.33

---

Most stable one: version P, least stable one: version Q.